Entry 1:
C10H12N2O4RhS as an isolated structure at a distorted geometry. Source: the Open Molecules 2025 dataset; level of theory: ωB97M-V with the def2-TZVPD basis set.

Results
Spin multiplicity: 5
Energy above the lowest of the compared OMol25 structures with the same formula, charge and spin (kcal/mol): 0.0
LUMO level (alpha / beta) (eV): -10.83 / -15.20
Frontier orbital gap (alpha / beta) (eV): 6.883 / 4.914
Calculated total energy (eV): -35543.7236
Net charge: +3

Each line ends with the Mulliken charge.
Positions of all 30 atoms, in Å:
H (0.0612, 2.6824, 0.1888)  0.25
C (4.0382, -2.9990, -2.7945)  -0.15
C (-1.0698, 1.1505, -0.3978)  0.33
C (0.1630, -0.4633, 2.3030)  0.39
N (-2.2836, 0.5866, -0.4034)  -0.06
C (-3.2929, 0.9494, 0.5992)  -0.51
O (-0.4801, -0.0392, 3.1658)  -0.15
C (2.1749, -2.3614, 1.8948)  0.34
H (-2.3291, -0.3349, -0.8275)  0.27
H (-1.5631, 2.5830, 2.1536)  0.30
Rh (1.2054, -1.0826, 0.7904)  -0.06
H (3.6820, -4.0287, -2.6588)  0.32
N (-0.8993, 2.3581, 0.1615)  -0.07
H (-3.0969, 0.4193, 1.5442)  0.27
H (-3.9318, 2.7281, 1.6157)  0.36
H (3.7569, -1.1079, -3.7443)  0.34
H (-4.2651, 0.6351, 0.2220)  0.38
C (2.5613, 0.3661, 0.9086)  0.32
O (2.7128, -3.1237, 2.5741)  -0.12
O (3.3249, 1.2253, 0.9536)  -0.13
H (2.4629, -2.4118, -4.1098)  0.33
H (-3.5913, 2.9459, -0.1009)  0.31
C (-1.8563, 2.9047, 1.1444)  -0.51
C (-3.2504, 2.4454, 0.8100)  -0.54
C (3.3817, -2.1275, -3.5778)  -0.17
S (0.2876, 0.3173, -1.0985)  0.08
O (-0.9602, -3.0917, -0.2674)  -0.15
H (4.9757, -2.7255, -2.2926)  0.32
C (-0.1404, -2.3900, 0.1458)  0.34
H (-1.7782, 3.9899, 1.0977)  0.37

---

Entry 2:
C10H12N3NiO4P as an isolated structure at a distorted geometry. Source: the Open Molecules 2025 dataset; level of theory: ωB97M-V with the def2-TZVPD basis set.

Results
Spin multiplicity: 3
Energy above the lowest of the compared OMol25 structures with the same formula, charge and spin (kcal/mol): 0.0
LUMO level (alpha / beta) (eV): -8.33 / -10.78
Frontier orbital gap (alpha / beta) (eV): 8.145 / 5.560
Calculated total energy (eV): -73536.0372
Net charge: +2

Each line ends with the Mulliken charge.
Positions of all 31 atoms, in Å:
P (0.0416, -0.2588, 2.0999)  0.75
H (1.1731, -2.1814, 2.9348)  0.50
C (-1.4582, -1.9232, -0.1971)  0.35
H (-1.7590, 1.4266, 2.5388)  0.42
C (1.2806, -0.4985, 5.0107)  -0.90
N (1.1759, 0.8505, 4.4104)  0.17
C (-0.5153, 3.2179, 0.1568)  0.15
C (-1.1066, -0.7683, 5.0196)  -0.88
O (3.0119, -1.4053, -0.6718)  -0.19
O (-0.0062, -0.3007, -2.3979)  -0.16
H (-2.3401, -0.2397, 2.7995)  0.44
H (2.2352, -0.9307, 4.6991)  0.40
H (-1.0343, -0.6855, 6.1164)  0.33
O (-2.4123, -2.3268, -0.7300)  -0.18
H (-1.9426, -1.4059, 4.7165)  0.40
C (-1.5044, 0.4495, 2.9714)  -0.78
C (0.1056, -0.7839, -1.3546)  0.36
H (-0.6501, -2.3730, 2.9375)  0.50
N (-1.3084, 0.5671, 4.4173)  0.18
H (1.3996, 1.7885, 2.5260)  0.43
H (-0.2631, 2.4088, 4.2583)  0.39
N (0.1746, -1.3945, 4.5964)  0.39
O (-0.6126, 3.6169, -0.9033)  -0.15
H (2.3596, 0.3065, 2.7864)  0.46
H (1.2007, -0.4365, 6.1079)  0.33
Ni (0.2702, -1.7209, 0.1337)  0.08
C (1.9822, -1.3870, -0.1241)  0.37
H (-0.1613, 1.5620, 5.8708)  0.32
C (0.2050, -1.7323, 3.1888)  -0.95
C (-0.1495, 1.4379, 4.7716)  -0.78
C (1.3871, 0.7814, 2.9641)  -0.77